Entry 1:
{"formula": "C2H6ClN2P", "method": "the ωB97M-V functional and the def2-TZVPD basis", "charge": 0, "e_homo_ev": -8.45, "orbital_gap_ev": 9.3, "max_force_ev_per_a": 3.16, "de_lowest_ev": 0.000, "e_lumo_ev": 0.8, "elements": ["C", "C", "N", "N", "P", "Cl", "H", "H", "H", "H", "H", "H"], "xyz": [[0.47, -0.36, 0.42], [0.23, 1.17, 0.15], [-0.71, -1.00, -0.13], [-1.19, 1.52, -0.03], [-1.83, 0.14, -0.52], [-3.57, -0.16, 0.33], [1.37, -0.59, -0.10], [0.73, -0.83, 1.40], [0.56, 1.75, 1.10], [0.87, 1.47, -0.79], [-0.69, -1.97, -0.61], [-2.04, -0.09, -1.91]], "nbo_charge": [-0.2465, -0.2426, -0.9959, -1.0190, 1.6360, -0.2322, 0.1903, 0.1900, 0.2090, 0.1711, 0.4247, -0.0848]}

=====

Entry 2:
{"formula": "C2H6ClNO3P", "method": "the ωB97M-V functional and the def2-TZVPD basis", "charge": -1, "e_homo_ev": -4.82, "orbital_gap_ev": 8.4, "max_force_ev_per_a": 5.20, "de_lowest_ev": 0.000, "e_lumo_ev": 3.6, "smiles": "N[C@@H](CCl)[P@](=O)([O-])O", "elements": ["N", "C", "C", "Cl", "P", "O", "O", "O", "H", "H", "H", "H", "H", "H"], "xyz": [[0.48, 1.31, 1.21], [0.18, 0.67, -0.03], [1.39, -0.19, -0.77], [2.16, -1.18, 0.43], [-1.06, -0.78, 0.13], [-1.06, -1.16, 1.58], [-0.98, -1.67, -1.07], [-2.38, 0.18, -0.15], [1.22, 0.53, 1.55], [-0.33, 1.04, 1.81], [-0.06, 1.32, -0.92], [2.08, 0.64, -1.11], [1.01, -0.75, -1.67], [-2.65, 0.05, -0.99]], "nbo_charge": [-0.8633, -0.4019, -0.4483, -0.0485, 2.3017, -1.1634, -1.1867, -1.0247, 0.3544, 0.3853, 0.1822, 0.1827, 0.2624, 0.4682]}

=====

Entry 3:
{"formula": "C2H6ClO2P", "method": "the ωB97M-V functional and the def2-TZVPD basis", "charge": 0, "e_homo_ev": -8.02, "orbital_gap_ev": 8.6, "max_force_ev_per_a": 4.14, "de_lowest_ev": 3.701, "e_lumo_ev": 0.6, "elements": ["C", "C", "O", "O", "P", "Cl", "H", "H", "H", "H", "H", "H"], "xyz": [[-1.62, 0.49, -0.77], [1.32, -0.30, 0.68], [-1.74, 0.88, 0.52], [0.71, -1.54, 1.01], [0.63, 0.05, -1.10], [1.28, 1.86, -1.38], [-1.99, -0.55, -1.09], [-1.74, 1.36, -1.43], [1.26, 0.34, 1.66], [2.35, -0.43, 0.36], [-1.46, 0.13, 1.10], [1.01, -2.30, 0.45]], "nbo_charge": [-0.1505, -0.3584, -0.6957, -0.7571, 0.5111, -0.2922, 0.1792, 0.1964, 0.2142, 0.1860, 0.4850, 0.4819]}

=====

Entry 4:
{"formula": "C2H6ClOP", "method": "the ωB97M-V functional and the def2-TZVPD basis", "charge": 0, "e_homo_ev": -8.35, "orbital_gap_ev": 8.9, "max_force_ev_per_a": 4.15, "de_lowest_ev": 3.196, "e_lumo_ev": 0.5, "elements": ["C", "C", "O", "P", "Cl", "H", "H", "H", "H", "H", "H"], "xyz": [[-0.70, 1.57, -0.43], [0.89, -1.02, 0.30], [1.48, -2.35, 0.43], [-1.21, -0.18, -0.65], [-2.27, -0.31, 1.10], [-0.05, 2.02, -1.14], [-1.61, 2.26, -0.53], [-0.10, 1.75, 0.49], [1.43, -0.37, -0.38], [0.65, -0.60, 1.19], [1.48, -2.77, -0.39]], "nbo_charge": [-1.0164, -0.1330, -0.7000, 0.6435, -0.3197, 0.2428, 0.2566, 0.2351, 0.1521, 0.1661, 0.4728]}

=====

Entry 5:
{"formula": "C2H6CoFN2O8P", "method": "the ωB97M-V functional and the def2-TZVPD basis", "charge": -2, "e_homo_ev": [1.15, 1.22], "orbital_gap_ev": [3.8, 3.7], "max_force_ev_per_a": 5.76, "multiplicity": 4, "e_lumo_ev": [4.9, 4.9], "elements": ["Co", "P", "O", "O", "O", "O", "F", "C", "N", "O", "O", "H", "H", "H", "C", "N", "O", "O", "H", "H", "H"], "xyz": [[-24.28, 21.10, 14.19], [-22.44, 22.53, 14.28], [-23.66, 22.79, 15.19], [-22.37, 21.08, 14.73], [-21.53, 23.60, 14.88], [-23.35, 22.55, 13.04], [-24.57, 19.49, 13.13], [-26.15, 23.86, 12.21], [-26.27, 23.31, 13.59], [-26.35, 24.11, 14.50], [-26.08, 22.12, 13.70], [-26.62, 23.08, 11.61], [-25.09, 24.06, 12.05], [-26.85, 24.69, 12.35], [-26.19, 19.33, 17.85], [-26.24, 20.07, 16.55], [-27.35, 20.20, 16.05], [-25.19, 20.41, 16.01], [-25.19, 19.49, 18.25], [-26.36, 18.26, 17.67], [-26.88, 19.78, 18.57]], "mulliken_spin": [2.7239, -0.0296, 0.1188, 0.0761, 0.0048, 0.0575, 0.0397, 0.0001, 0.0217, 0.0464, -0.0338, 0.0003, 0.0022, 0.0001, 0.0044, -0.0169, -0.0316, 0.0166, 0.0004, -0.0002, -0.0010]}

=====

Entry 6:
{"formula": "C2H6CoO2", "method": "the ωB97M-V functional and the def2-TZVPD basis", "charge": 2, "e_homo_ev": [-21.38, -20.44], "orbital_gap_ev": [11.3, 7.3], "max_force_ev_per_a": 3.83, "multiplicity": 6, "de_lowest_ev": 2.904, "e_lumo_ev": [-10.0, -13.1], "elements": ["C", "C", "O", "H", "H", "H", "H", "H", "O", "H", "Co"], "xyz": [[-1.04, -0.51, 0.04], [-0.91, 1.00, 0.02], [0.35, 1.46, 0.03], [-1.34, -1.69, 0.06], [-0.86, -0.75, -1.02], [-0.91, -0.71, 1.12], [-1.46, 1.51, 0.86], [-1.43, 1.48, -0.85], [2.52, -0.99, 0.16], [3.02, -1.49, -0.49], [2.05, 0.71, 0.07]], "mulliken_spin": [0.6699, 0.0777, 0.5730, 0.0697, 0.0576, 0.0647, 0.0743, 0.0824, 0.4627, 0.0011, 2.8669]}

=====

Entry 7:
{"formula": "C2H6CsO", "method": "the ωB97M-V functional and the def2-TZVPD basis", "charge": 0, "e_homo_ev": [-3.22, -11.06], "orbital_gap_ev": [3.3, 11.2], "max_force_ev_per_a": 1.93, "multiplicity": 2, "de_lowest_ev": 0.004, "e_lumo_ev": [0.1, 0.2], "elements": ["Cs", "C", "C", "O", "H", "H", "H", "H", "H", "H"], "xyz": [[2.83, 2.11, 1.32], [-0.31, -1.10, -0.49], [-0.46, 0.14, 0.43], [0.39, 1.16, 0.04], [-1.12, -1.81, -0.32], [0.69, -1.52, -0.41], [-0.50, -0.81, -1.52], [-0.18, -0.17, 1.44], [-1.45, 0.57, 0.34], [0.12, 1.43, -0.84]], "mulliken_spin": [0.9612, -0.0023, 0.0026, 0.0008, 0.0036, 0.0000, 0.0002, 0.0369, -0.0055, 0.0026]}

=====

Entry 8:
{"formula": "C2H6CsO", "method": "the ωB97M-V functional and the def2-TZVPD basis", "charge": 2, "e_homo_ev": [-22.03, -21.84], "orbital_gap_ev": [14.3, 7.2], "max_force_ev_per_a": 2.97, "multiplicity": 2, "de_lowest_ev": 0.290, "e_lumo_ev": [-7.8, -14.6], "elements": ["Cs", "C", "C", "O", "H", "H", "H", "H", "H", "H"], "xyz": [[-0.06, -0.46, 3.86], [-0.21, -0.47, -1.22], [0.51, 0.32, -0.11], [-0.27, 0.38, 1.08], [0.07, -0.09, -2.20], [-1.29, -0.46, -1.10], [0.02, -1.53, -1.13], [0.72, 1.33, -0.47], [1.48, -0.06, 0.19], [-0.96, 1.05, 1.08]], "mulliken_spin": [0.0012, 0.2087, 0.1175, 0.5859, 0.0054, 0.0003, 0.0372, 0.0685, -0.0087, -0.0160]}

=====

Entry 9:
{"formula": "C2H6F2Si", "method": "the ωB97M-V functional and the def2-TZVPD basis", "charge": 0, "e_homo_ev": -11.50, "orbital_gap_ev": 12.1, "max_force_ev_per_a": 4.52, "de_lowest_ev": 1.285, "e_lumo_ev": 0.7, "smiles": "C[Si](C)(F)F", "elements": ["C", "Si", "C", "F", "F", "H", "H", "H", "H", "H", "H"], "xyz": [[1.53, 0.68, -0.14], [0.06, -0.49, 0.27], [-1.68, -0.16, -0.32], [-0.14, -0.61, 2.16], [0.43, -2.04, -0.01], [1.57, 0.91, -1.23], [1.42, 1.56, 0.50], [2.54, 0.32, 0.20], [-2.34, 0.03, 0.56], [-1.49, 0.77, -0.97], [-1.91, -0.96, -1.03]], "nbo_charge": [-1.1671, 2.1204, -1.1838, -0.6852, -0.6513, 0.2514, 0.2583, 0.2700, 0.2852, 0.2397, 0.2623]}

=====

Entry 10:
{"formula": "C2H6F3N4O", "method": "the ωB97M-V functional and the def2-TZVPD basis", "charge": 1, "e_homo_ev": [-12.12, -13.47], "orbital_gap_ev": [6.0, 9.7], "max_force_ev_per_a": 1.91, "de_lowest_ev": 2.218, "e_lumo_ev": [-6.1, -3.7], "elements": ["C", "C", "N", "N", "N", "N", "O", "F", "F", "F", "H", "H", "H", "H", "H", "H"], "xyz": [[0.43, -0.31, -0.16], [-3.05, 0.00, 0.05], [-0.06, 1.96, -0.07], [1.76, -0.15, 0.06], [-0.39, 0.68, -0.34], [2.55, -1.30, 0.05], [-0.04, -1.52, -0.23], [-3.12, -1.20, 0.52], [-3.48, 0.18, -1.15], [-3.28, 0.96, 0.89], [-0.72, 2.62, -0.47], [0.25, 2.19, 0.87], [2.17, 0.78, -0.04], [0.70, -2.17, -0.20], [3.02, -1.43, 0.94], [3.25, -1.28, -0.70]], "nbo_charge": [0.7149, 1.1118, -0.5442, -0.4460, -0.3036, -0.6663, -0.6047, -0.2526, -0.2527, -0.2655, 0.4064, 0.3806, 0.4121, 0.5316, 0.3892, 0.3891]}

=====

Entry 11:
{"formula": "C2H6FN", "method": "the ωB97M-V functional and the def2-TZVPD basis", "charge": 0, "e_homo_ev": [-5.43, -10.93], "orbital_gap_ev": [6.6, 10.8], "max_force_ev_per_a": 2.57, "multiplicity": 3, "de_lowest_ev": 0.461, "e_lumo_ev": [1.1, -0.1], "elements": ["C", "C", "N", "F", "H", "H", "H", "H", "H", "H"], "xyz": [[-0.44, -1.51, -0.56], [-0.13, 0.91, -0.02], [0.72, 1.24, 0.98], [0.32, 1.38, -1.19], [-0.94, -1.47, -1.52], [-1.02, -1.30, 0.31], [0.28, -2.32, -0.51], [-1.12, 0.73, 0.14], [0.75, 0.75, 1.86], [1.58, 1.58, 0.51]], "mulliken_spin": [0.8882, 0.8241, 0.1738, 0.0326, 0.0356, 0.0182, 0.0397, -0.0168, 0.0118, -0.0073]}

=====

Entry 12:
{"formula": "C2H6FN2", "method": "the ωB97M-V functional and the def2-TZVPD basis", "charge": 1, "e_homo_ev": -16.20, "orbital_gap_ev": 9.8, "max_force_ev_per_a": 5.14, "de_lowest_ev": 4.666, "e_lumo_ev": -6.4, "elements": ["C", "C", "N", "N", "F", "H", "H", "H", "H", "H", "H"], "xyz": [[0.08, -0.18, 1.02], [0.37, 1.07, -1.04], [0.27, 0.89, 0.39], [-0.36, -2.21, 0.22], [0.01, -0.26, 2.30], [0.63, 0.13, -1.52], [-0.58, 1.44, -1.43], [1.13, 1.82, -1.24], [0.35, 1.76, 0.94], [-0.99, -2.50, 0.97], [-0.90, -1.96, -0.61]], "nbo_charge": [0.8610, -0.4311, -0.5313, -0.5970, -0.2344, 0.2479, 0.2470, 0.2539, 0.4557, 0.3685, 0.3599]}

=====

Entry 13:
{"formula": "C2H6FN2", "method": "the ωB97M-V functional and the def2-TZVPD basis", "charge": 1, "e_homo_ev": -16.18, "orbital_gap_ev": 12.5, "max_force_ev_per_a": 3.07, "de_lowest_ev": 0.636, "e_lumo_ev": -3.7, "smiles": "C/[NH+]=C(/N)F", "elements": ["C", "N", "C", "N", "F", "H", "H", "H", "H", "H", "H"], "xyz": [[1.59, 0.63, 0.02], [0.47, -0.30, -0.03], [-0.78, -0.01, -0.23], [-1.77, -0.82, -0.07], [-1.06, 1.18, -0.67], [2.44, -0.03, -0.28], [1.59, 1.02, 1.02], [1.44, 1.46, -0.63], [0.63, -1.09, 0.52], [-1.82, -1.41, 0.69], [-2.74, -0.62, -0.35]], "nbo_charge": [-0.4191, -0.5086, 0.9041, -0.7613, -0.2371, 0.2487, 0.2289, 0.2432, 0.4211, 0.4261, 0.4540]}

=====

Entry 14:
{"formula": "C2H6FN3O", "method": "the ωB97M-V functional and the def2-TZVPD basis", "charge": 0, "e_homo_ev": -9.05, "orbital_gap_ev": 9.9, "max_force_ev_per_a": 3.45, "de_lowest_ev": 0.539, "e_lumo_ev": 0.8, "smiles": "N/N=C(/CF)NO", "elements": ["N", "N", "C", "C", "F", "N", "O", "H", "H", "H", "H", "H", "H"], "xyz": [[2.48, -0.19, -0.31], [1.31, -0.78, -0.01], [0.22, -0.19, 0.21], [-0.99, -1.02, 0.53], [-1.96, -1.05, -0.55], [0.21, 1.23, 0.20], [-1.11, 1.71, -0.12], [2.58, 0.61, 0.29], [3.26, -0.75, 0.08], [-0.69, -1.97, 0.85], [-1.51, -0.58, 1.36], [0.70, 1.53, -0.65], [-1.27, 2.44, 0.46]], "nbo_charge": [-0.6196, -0.2712, 0.2799, 0.0211, -0.3698, -0.3563, -0.5759, 0.3283, 0.3615, 0.1949, 0.1757, 0.3627, 0.4687]}

=====

Entry 15:
{"formula": "C2H6FN3O2", "method": "the ωB97M-V functional and the def2-TZVPD basis", "charge": 0, "e_homo_ev": -10.14, "orbital_gap_ev": 10.8, "max_force_ev_per_a": 5.05, "de_lowest_ev": 1.207, "e_lumo_ev": 0.7, "smiles": "[H]/N=C(\\ON)[C@@H](F)ON", "elements": ["H", "N", "C", "O", "N", "C", "F", "O", "N", "H", "H", "H", "H", "H"], "xyz": [[2.07, -1.40, -1.36], [1.09, -1.26, -1.35], [0.68, -0.65, -0.34], [1.14, -0.02, 0.71], [2.60, 0.23, 0.73], [-0.88, -0.76, -0.17], [-1.24, -1.71, 0.76], [-1.46, 0.41, 0.20], [-2.87, 0.35, 0.03], [2.80, -0.29, 1.51], [2.60, 1.30, 1.08], [-1.17, -1.17, -1.16], [-3.23, 1.16, -0.71], [-3.25, 0.63, 0.93]], "nbo_charge": [0.3562, -0.6912, 0.5292, -0.3784, -0.4952, 0.4125, -0.3609, -0.4032, -0.5266, 0.3423, 0.3580, 0.1636, 0.3430, 0.3505]}

=====

Entry 16:
{"formula": "C2H6FOP", "method": "the ωB97M-V functional and the def2-TZVPD basis", "charge": 0, "e_homo_ev": -8.97, "orbital_gap_ev": 9.5, "max_force_ev_per_a": 4.20, "de_lowest_ev": 4.771, "e_lumo_ev": 0.5, "elements": ["C", "C", "O", "F", "P", "H", "H", "H", "H", "H", "H"], "xyz": [[0.87, -0.07, 0.40], [0.27, 0.73, -0.75], [0.07, -0.26, 1.51], [0.71, 0.35, -1.97], [-1.98, 0.03, -0.77], [1.28, -0.91, -0.06], [1.85, 0.52, 0.62], [0.28, 1.82, -0.56], [-0.31, -1.16, 1.58], [-1.59, 0.22, 0.54], [-1.45, -1.27, -0.54]], "nbo_charge": [-0.1412, 0.1539, -0.7057, -0.3561, 0.0844, 0.1861, 0.1689, 0.1716, 0.4899, 0.0018, -0.0534]}

=====

Entry 17:
{"formula": "C2H6FPS", "method": "the ωB97M-V functional and the def2-TZVPD basis", "charge": 0, "e_homo_ev": [-9.12, -9.05], "orbital_gap_ev": [7.1, 7.1], "max_force_ev_per_a": 2.62, "de_lowest_ev": 3.339, "e_lumo_ev": [-2.0, -2.0], "elements": ["C", "C", "F", "P", "S", "H", "H", "H", "H", "H", "H"], "xyz": [[0.32, -0.41, 1.50], [-0.14, -0.19, -1.41], [0.79, -2.42, -0.34], [1.12, -0.83, -0.20], [3.47, 0.94, 0.36], [0.61, 0.66, 1.54], [-0.74, -0.58, 1.54], [0.81, -0.80, 2.42], [-0.46, 0.85, -1.03], [0.31, -0.13, -2.37], [-1.01, -0.77, -1.54]], "nbo_charge": [-0.9571, -0.9789, -0.5766, 1.2873, -0.2428, 0.2471, 0.2285, 0.2549, 0.2490, 0.2448, 0.2438]}

=====

Entry 18:
{"formula": "C2H6I2N3", "method": "the ωB97M-V functional and the def2-TZVPD basis", "charge": 1, "e_homo_ev": [-12.46, -12.65], "orbital_gap_ev": [6.1, 7.1], "max_force_ev_per_a": 2.97, "de_lowest_ev": 5.080, "e_lumo_ev": [-6.3, -5.6], "elements": ["C", "C", "N", "N", "N", "I", "I", "H", "H", "H", "H", "H", "H"], "xyz": [[-1.50, -0.17, -0.37], [2.38, 0.22, 0.49], [-2.45, 0.69, -0.11], [1.06, 0.14, 1.11], [-1.15, -1.09, -1.17], [0.41, 1.69, 2.06], [0.49, -2.48, -1.05], [2.32, 0.66, -0.56], [3.15, 0.69, 1.07], [2.72, -0.89, 0.22], [-2.29, 1.33, 0.67], [-3.35, 0.76, -0.58], [-1.80, -1.55, -1.78]], "nbo_charge": [0.7125, -0.5004, -0.7940, -0.5674, -0.7581, 0.4319, 0.4843, 0.2325, 0.2234, 0.2140, 0.4505, 0.4384, 0.4323]}

=====

Entry 19:
{"formula": "C2H6IN2S", "method": "the ωB97M-V functional and the def2-TZVPD basis", "charge": 1, "e_homo_ev": -13.38, "orbital_gap_ev": 8.4, "max_force_ev_per_a": 3.02, "de_lowest_ev": 0.000, "e_lumo_ev": -5.0, "smiles": "N/C(I)=[NH+]/CS", "elements": ["N", "C", "I", "N", "C", "S", "H", "H", "H", "H", "H", "H"], "xyz": [[0.36, -2.05, 0.81], [0.50, -0.88, 0.16], [2.57, -0.17, -0.29], [-0.49, -0.14, -0.25], [-0.41, 1.15, -0.81], [-1.41, 2.41, 0.35], [-0.44, -2.61, 0.90], [1.23, -2.54, 1.01], [-1.44, -0.47, -0.21], [-0.90, 1.16, -1.88], [0.67, 1.46, -0.82], [-0.24, 2.69, 1.04]], "nbo_charge": [-0.7545, 0.4459, 0.2804, -0.5733, -0.3259, -0.0234, 0.4312, 0.4341, 0.4364, 0.2586, 0.2418, 0.1486]}

=====

Entry 20:
{"formula": "C2H6IN4", "method": "the ωB97M-V functional and the def2-TZVPD basis", "charge": 1, "e_homo_ev": -13.07, "orbital_gap_ev": 8.7, "max_force_ev_per_a": 3.80, "de_lowest_ev": 1.502, "e_lumo_ev": -4.4, "elements": ["C", "C", "N", "N", "N", "N", "I", "H", "H", "H", "H", "H", "H"], "xyz": [[0.98, 1.64, 1.66], [-1.79, -1.71, -2.10], [1.48, 2.60, 2.14], [0.64, 0.69, 0.92], [-0.89, -0.94, -1.72], [0.84, -0.67, 0.94], [-0.73, 1.02, -2.27], [-2.50, -1.56, -2.86], [-1.79, -2.60, -1.42], [1.33, 2.87, 3.09], [-0.02, 0.96, 0.27], [1.78, -1.04, 1.23], [0.67, -1.25, 0.12]], "nbo_charge": [0.6868, -0.0187, -0.4711, -0.3618, -0.6194, -0.6313, 0.2866, 0.1905, 0.2089, 0.4432, 0.4451, 0.4009, 0.4404]}